1.
Entry from OMol25: the molecule C20H17N3O4 at a distorted geometry (ωB97M-V/def2-TZVPD).

**Net charge**: 0
**Calculated total energy**: -33670.7858 eV
**SMILES**: O=C(/C=C1\NC[C@@H]2c3ccccc3CCN2C1=O)c1cccc([N+](=O)[O-])c1
**Spin multiplicity**: 1
**Gap between HOMO and LUMO**: 7.63 eV
**Energy above the lowest of the compared OMol25 structures with the same formula, charge and spin**: 6.502 eV

```
44
Properties=species:S:1:pos:R:3:nbo_charge:R:1
O -8.4493 1.2950 -1.8289 -0.37
O -7.0576 2.6491 -0.8055 -0.36
O 0.6997 -2.9536 0.5276 -0.60
O -2.4841 0.9215 0.5778 -0.56
N -7.3685 1.5614 -1.3008 0.52
N 2.0288 -1.1680 0.7799 -0.43
N 0.1040 0.3828 -0.7011 -0.58
C 5.8274 0.3439 0.7883 -0.19
C 3.8731 2.2507 1.0222 -0.25
C 4.5530 -0.0106 1.0231 -0.05
C 6.1978 1.6426 0.7291 -0.21
C -6.4015 0.4903 -1.2028 -0.01
C -4.3292 -1.5072 -1.4376 -0.13
C 4.4295 -1.5276 1.2413 -0.41
C 0.8319 -1.7102 0.3130 0.64
C 2.9993 -1.8036 1.6570 -0.22
C 2.0270 0.3323 0.8402 -0.07
C -4.0020 -0.2489 -0.8672 -0.17
C 5.2264 2.6353 0.9220 -0.21
C -6.5828 -0.7401 -1.8790 -0.14
C 3.5383 0.9297 0.9850 0.06
C -1.5716 -1.0942 -0.1431 -0.39
C -2.6865 -0.0879 -0.0988 0.54
C -5.5754 -1.7661 -2.0447 -0.25
C 1.4490 0.9917 -0.4667 -0.22
C -0.2473 -0.8203 -0.1719 0.16
C -5.0785 0.6874 -0.7833 -0.10
H 4.7115 -1.9779 0.2852 0.22
H -0.7596 0.9344 -0.7039 0.41
H -7.6313 -0.7321 -2.2063 0.25
H 1.9462 0.7549 -1.3714 0.21
H -3.5756 -2.3208 -1.4250 0.23
H 1.3363 0.6322 1.6174 0.20
H 3.0288 -1.4937 2.7110 0.19
H -6.0246 -2.6573 -2.5303 0.25
H 3.0852 2.9720 1.0204 0.21
H 2.7825 -2.8246 1.7242 0.24
H 5.5759 3.6983 0.7766 0.22
H 6.6165 -0.4703 0.6199 0.21
H 1.4320 2.0793 -0.3086 0.22
H 5.1101 -1.8666 2.0259 0.22
H 7.2041 1.9897 0.4340 0.22
H -4.7739 1.6533 -0.4384 0.25
H -2.0154 -2.0464 0.0941 0.24
```

***

2.
Entry from OMol25: a cluster of 2 separate species, C5H11NO in total (ωB97M-V/def2-TZVPD).

**Net charge**: 0
**Calculated total energy**: -8898.8760 eV
**SMILES**: C/N=C1\O[C@@H]1C.C
**Spin multiplicity**: 1
**Gap between HOMO and LUMO**: 10.74 eV
**Energy above the lowest of the compared OMol25 structures with the same formula, charge and spin**: 2.821 eV

```
18
Properties=species:S:1:pos:R:3:nbo_charge:R:1
O 0.4163 2.0287 0.2091 -0.48
N 1.4965 -0.1724 -0.1010 -0.49
C -1.1472 -1.7262 -0.8710 -0.87
C -1.7265 0.8613 0.9627 -0.65
C -0.7337 1.1034 -0.1447 0.03
C 2.8925 0.0690 0.1724 -0.43
C 0.6396 0.7294 -0.0397 0.53
H 3.4667 -0.2244 -0.7122 0.21
H -0.2177 -1.2125 -0.6432 0.24
H -0.9268 -2.4406 -1.6630 0.21
H -1.9233 -1.0323 -1.2108 0.19
H -1.1312 1.2919 -1.1415 0.20
H -1.4884 -2.2407 0.0302 0.21
H -1.3644 0.1244 1.6860 0.23
H 3.1947 -0.5891 0.9934 0.20
H 3.1243 1.1082 0.4317 0.18
H -2.6851 0.5088 0.5703 0.23
H -1.8865 1.8133 1.4712 0.23
```

***

3.
Entry from OMol25: the ion C5H8N with charge +1 at a distorted geometry (ωB97M-V/def2-TZVPD).

**Net charge**: +1
**Calculated total energy**: -6793.3140 eV
**Spin multiplicity**: 1
**Gap between HOMO and LUMO**: 10.81 eV
**Energy above the lowest of the compared OMol25 structures with the same formula, charge and spin**: 4.774 eV

```
14
Properties=species:S:1:pos:R:3:nbo_charge:R:1
N 0.6946 -0.4778 -0.2028 -0.40
C 0.0820 -1.7980 0.0294 -0.24
C -0.0704 -1.1825 -1.2727 -0.01
C -0.1765 0.6748 0.0325 0.12
C -1.2016 0.5074 -0.7828 -0.05
C 0.1349 1.7221 1.0292 -0.68
H 0.7971 -2.6119 0.1177 0.26
H -0.3354 2.6565 0.7318 0.27
H 1.2091 1.8744 1.1204 0.24
H 1.7115 -0.3999 -0.1533 0.45
H -0.2487 1.4554 2.0145 0.26
H -2.1403 0.8425 -1.1460 0.26
H 0.2814 -1.4283 -2.2549 0.26
H -0.7376 -1.8346 0.7371 0.26
```

***

4.
Entry from OMol25: a cluster of 2 separate species, C3H8OS in total at a distorted geometry (ωB97M-V/def2-TZVPD).

**Net charge**: 0
**Calculated total energy**: -16121.0508 eV
**SMILES**: C=O.CSC
**Spin multiplicity**: 1
**Gap between HOMO and LUMO**: 8.97 eV
**Energy above the lowest of the compared OMol25 structures with the same formula, charge and spin**: 2.187 eV

```
13
Properties=species:S:1:pos:R:3:nbo_charge:R:1
S -0.3577 1.3254 2.1553 0.12
O -0.3132 0.6850 -4.2849 -0.50
C 0.4966 -0.1558 2.8748 -0.74
C -0.8019 0.4038 0.5876 -0.74
C 0.3347 -0.3336 -3.9156 0.25
H 0.1773 0.3981 0.2510 0.23
H -1.5062 -0.3750 0.9906 0.24
H -0.0604 -0.7180 3.5987 0.22
H 0.9157 -0.7717 1.9900 0.21
H -1.5858 1.0738 0.0974 0.23
H 1.4334 0.1789 3.3175 0.22
H 1.2787 -0.6742 -4.5309 0.12
H -0.0111 -1.0369 -3.1313 0.13
```

***

5.
Entry from OMol25: a cluster of 3 separate species, C4H12O3 in total at a distorted geometry (ωB97M-V/def2-TZVPD).

**Net charge**: 0
**Calculated total energy**: -10482.8210 eV
**SMILES**: CCCC=O.O.O
**Spin multiplicity**: 1
**Gap between HOMO and LUMO**: 10.15 eV
**Energy above the lowest of the compared OMol25 structures with the same formula, charge and spin**: 2.318 eV

```
19
Properties=species:S:1:pos:R:3:nbo_charge:R:1
O 3.2444 -1.9185 1.0171 -0.93
O 2.3891 0.9836 -2.2870 -0.93
O 0.2660 2.8113 0.4409 -0.50
C -1.2475 -1.3726 0.1873 -0.64
C -1.9787 -0.0773 0.5177 -0.42
C -0.3675 1.9144 0.8936 0.43
C -1.2892 1.2046 -0.0956 -0.52
H -0.6682 1.9016 1.9986 0.11
H 3.4166 -1.0255 1.0075 0.47
H -3.1314 -0.1839 0.2973 0.22
H -1.5436 -2.0722 -0.7130 0.21
H -0.2002 -1.4944 0.1876 0.22
H 3.2838 -2.2771 0.2100 0.46
H -1.8807 1.9218 -0.6602 0.25
H 1.6106 0.9631 -2.8516 0.47
H -0.5886 0.7801 -0.9016 0.22
H -1.9133 -0.1222 1.6289 0.21
H 2.3384 0.1326 -1.8296 0.46
H -1.7399 -2.0695 0.9520 0.21
```